Entry 1:
# C27H19F3O2

A 2-piece molecular cluster, C27H19F3O2 overall in a non-equilibrium geometry (the ωB97M-V functional and the def2-TZVPD basis, the Open Molecules 2025 dataset).

E_HOMO	-6.68	eV
Kohn-Sham gap	4.4095	eV

Last column: natural (NBO) charge in e.
CARTESIAN COORDINATES (ANGSTROEM)
F: 3.450 -4.608 0.222  -0.343
C: 2.729 -3.440 0.181  0.986
F: 3.094 -2.717 1.282  -0.338
F: 3.156 -2.756 -0.922  -0.334
C: 1.257 -3.708 0.150  -0.287
C: 0.322 -2.565 0.134  0.417
O: 0.709 -1.372 0.041  -0.674
C: -1.067 -2.960 0.203  -0.307
C: -1.481 -4.272 0.166  -0.192
C: -0.550 -5.312 0.120  -0.316
C: 0.817 -5.012 0.122  -0.151
H: -1.801 -2.158 0.256  0.176
H: -2.552 -4.489 0.178  0.201
H: -0.859 -6.355 0.092  0.205
H: 1.548 -5.820 0.106  0.222
C: 3.965 5.489 -0.789  -0.259
O: 3.875 4.393 0.148  -0.481
C: 2.896 3.463 -0.020  0.380
C: 2.844 2.410 0.930  -0.271
C: 1.827 1.485 0.876  -0.117
C: 0.811 1.562 -0.107  -0.105
C: -0.359 0.734 -0.014  0.385
C: -1.252 0.483 -1.129  -0.166
C: -2.539 0.124 -0.605  0.071
C: -3.607 -0.163 -1.442  -0.221
C: -3.411 -0.065 -2.826  -0.160
C: -2.152 0.284 -3.348  -0.222
C: -1.066 0.550 -2.506  -0.130
C: -2.452 0.151 0.853  0.071
C: -1.116 0.547 1.212  -0.149
C: -0.806 0.759 2.549  -0.140
C: -1.782 0.496 3.517  -0.204
C: -3.065 0.044 3.162  -0.164
C: -3.410 -0.127 1.815  -0.230
C: 0.933 2.564 -1.103  -0.122
C: 1.943 3.509 -1.066  -0.331
H: 4.809 6.075 -0.426  0.211
H: 4.164 5.124 -1.805  0.187
H: 3.050 6.096 -0.782  0.186
H: 3.610 2.381 1.704  0.239
H: 1.806 0.669 1.592  0.244
H: -4.563 -0.452 -0.996  0.219
H: -4.242 -0.267 -3.503  0.223
H: -2.019 0.357 -4.428  0.224
H: -0.083 0.798 -2.905  0.227
H: 0.179 1.131 2.819  0.225
H: -1.538 0.650 4.568  0.222
H: -3.800 -0.169 3.940  0.223
H: -4.397 -0.472 1.498  0.220
H: 0.187 2.638 -1.890  0.225
H: 1.989 4.296 -1.824  0.229


Entry 2:
# C27H20AsO2ReS9Si

C27H20AsO2ReS9Si as an isolated structure in a non-equilibrium geometry (the ωB97M-V functional and the def2-TZVPD basis, the Open Molecules 2025 dataset).

E_HOMO	-8.35	eV
relative energy (zero: lowest compared OMol25 entry of this formula, charge and spin)	0.0000	eV
Kohn-Sham gap	6.0960	eV

Last column: natural (NBO) charge in e.
CARTESIAN COORDINATES (ANGSTROEM)
Re: -0.170 -2.266 0.926  0.538
S: -2.201 -2.068 4.159  -0.177
As: -0.824 -3.813 3.602  0.939
S: 1.033 -2.868 2.988  -0.422
S: -1.501 -4.112 1.512  -0.276
S: -0.897 -5.260 5.033  -0.511
O: 0.343 -3.757 -5.764  -0.538
C: 0.241 -3.505 -4.596  0.207
S: 1.506 -3.874 -3.392  0.363
C: 0.640 -3.240 -2.020  -0.429
C: -0.581 -2.719 -2.238  -0.421
S: -1.536 -2.091 -0.953  0.223
S: -1.204 -2.769 -3.865  0.368
S: 1.316 -3.347 -0.434  0.266
O: 0.557 -0.560 0.923  -0.991
Si: 1.232 0.833 0.275  1.943
C: 0.649 2.235 1.335  -0.567
C: 0.405 2.023 2.696  -0.170
C: -0.031 3.059 3.513  -0.214
C: -0.225 4.329 2.980  -0.194
C: 0.033 4.565 1.634  -0.240
C: 0.469 3.525 0.819  -0.123
C: 3.070 0.561 0.285  -0.543
C: 3.920 1.417 -0.426  -0.130
C: 5.291 1.198 -0.455  -0.232
C: 5.837 0.113 0.225  -0.199
C: 5.011 -0.744 0.940  -0.201
C: 3.637 -0.518 0.971  -0.185
C: 0.667 1.056 -1.481  -0.535
C: -0.491 1.774 -1.804  -0.184
C: -0.906 1.911 -3.126  -0.220
C: -0.163 1.335 -4.146  -0.207
C: 0.983 0.606 -3.847  -0.165
C: 1.392 0.464 -2.527  -0.205
H: 0.571 1.042 3.127  0.218
H: -0.214 2.876 4.567  0.219
H: -0.570 5.138 3.615  0.216
H: -0.106 5.558 1.218  0.216
H: 0.669 3.724 -0.231  0.206
H: 3.507 2.264 -0.973  0.206
H: 5.936 1.868 -1.012  0.216
H: 6.907 -0.061 0.197  0.216
H: 5.433 -1.588 1.476  0.218
H: 3.003 -1.192 1.539  0.211
H: -1.082 2.230 -1.013  0.215
H: -1.805 2.473 -3.357  0.216
H: -0.481 1.443 -5.177  0.218
H: 1.562 0.150 -4.644  0.212
H: 2.293 -0.102 -2.306  0.223
S: -1.862 -0.900 2.516  0.295
C: -3.381 -0.876 1.570  -0.198
C: -4.307 -1.909 1.552  -0.216
C: -5.413 -1.806 0.715  -0.193
C: -5.585 -0.691 -0.095  -0.222
C: -4.654 0.339 -0.064  -0.136
C: -3.553 0.257 0.780  -0.248
H: -4.173 -2.777 2.180  0.242
H: -6.138 -2.613 0.694  0.223
H: -6.450 -0.619 -0.745  0.220
H: -4.788 1.215 -0.688  0.211
H: -2.819 1.061 0.818  0.228


Entry 3:
# C27H20Br2N4O6SV

C27H20Br2N4O6SV as an isolated structure in a non-equilibrium geometry (the ωB97M-V functional and the def2-TZVPD basis, the Open Molecules 2025 dataset).

charge	-2
E_HOMO (alpha / beta)	0.91 / -0.67	eV
Kohn-Sham gap (alpha / beta)	2.7579 / 4.3330	eV
multiplicity	4

Last column: Löwdin spin population.
CARTESIAN COORDINATES (ANGSTROEM)
V: -0.609 0.575 -0.133  1.823
C: -3.247 0.847 1.333  0.001
O: -2.173 0.019 0.933  0.025
C: -1.952 -1.115 1.653  0.035
C: -2.574 -1.505 2.839  0.033
C: -2.211 -2.712 3.439  0.116
C: -1.233 -3.518 2.856  0.015
C: -0.616 -3.116 1.668  0.097
C: -0.975 -1.908 1.056  0.085
N: -0.463 -1.388 -0.146  0.069
N: 0.306 -2.187 -0.729  0.270
C: 0.676 -1.702 -2.020  -0.031
C: -0.005 -0.586 -2.601  0.061
O: -0.950 0.035 -2.001  0.082
C: 0.428 -0.209 -3.884  0.011
C: 1.448 -0.872 -4.572  0.083
C: 2.098 -1.967 -4.002  0.011
C: 3.116 -2.641 -4.701  0.017
C: 3.766 -3.740 -4.141  -0.009
C: 3.406 -4.178 -2.873  0.021
C: 2.397 -3.514 -2.171  -0.014
C: 1.718 -2.398 -2.713  0.029
H: -4.197 0.303 1.314  0.001
H: -3.063 1.276 2.324  0.000
H: -3.320 1.675 0.621  -0.003
H: -3.333 -0.889 3.305  0.000
H: -2.694 -3.025 4.361  0.011
H: -0.952 -4.460 3.318  -0.003
H: 0.140 -3.748 1.212  0.011
H: -0.062 0.640 -4.360  -0.002
H: 1.717 -0.514 -5.561  0.006
H: 3.405 -2.307 -5.694  0.001
H: 4.548 -4.250 -4.694  -0.001
H: 3.903 -5.032 -2.424  0.002
H: 2.128 -3.872 -1.179  0.000
Br: 0.223 2.487 6.186  0.002
C: -0.011 1.876 4.411  0.008
C: -0.048 0.516 4.155  0.005
C: -0.221 0.128 2.845  0.011
N: -0.352 0.997 1.821  0.017
C: -0.316 2.334 2.074  0.011
C: -0.144 2.800 3.377  0.008
C: -0.469 3.220 0.887  0.011
C: -0.457 4.612 0.946  -0.002
C: -0.610 5.339 -0.233  0.008
Br: -0.597 7.229 -0.174  0.002
C: -0.770 4.693 -1.447  -0.002
C: -0.772 3.316 -1.430  0.007
N: -0.627 2.583 -0.306  0.007
H: 0.053 -0.223 4.941  0.001
H: -0.260 -0.921 2.566  0.000
H: -0.111 3.858 3.605  0.001
H: -0.333 5.142 1.882  0.000
H: -0.891 5.234 -2.378  0.000
H: -0.893 2.739 -2.343  0.000
O: 2.782 1.534 0.145  0.001
S: 1.846 0.568 -0.454  0.008
O: 2.591 -0.402 -1.274  -0.005
O: 1.093 -0.122 0.589  0.036
O: 0.853 1.264 -1.270  0.024
H: -2.132 1.180 -0.754  -0.014


Entry 4:
# C27H20Br3MnN5O3

C27H20Br3MnN5O3 as an isolated structure in a non-equilibrium geometry (the ωB97M-V functional and the def2-TZVPD basis, the Open Molecules 2025 dataset).

E_HOMO (alpha / beta)	-7.82 / -7.22	eV
Kohn-Sham gap (alpha / beta)	6.7000 / 6.1819	eV
multiplicity	2

Last column: Löwdin spin population.
CARTESIAN COORDINATES (ANGSTROEM)
Mn: -0.750 0.605 1.322  1.010
O: -1.045 -2.522 -1.442  0.001
C: -0.384 -3.505 -0.786  0.000
C: -0.498 -4.818 -1.232  0.000
C: 0.116 -5.843 -0.540  0.000
C: 0.857 -5.582 0.601  0.000
C: 1.003 -4.275 1.031  0.000
C: 0.404 -3.234 0.336  0.000
C: 0.479 -1.805 0.845  0.006
O: -0.757 -1.304 1.100  0.022
N: 1.079 -0.931 -0.180  0.002
N: 0.876 0.413 0.053  0.003
C: 1.651 1.242 -0.604  -0.001
C: 1.522 2.636 -0.752  0.000
Br: -0.085 3.488 -0.092  0.013
C: 2.401 3.447 -1.418  -0.001
C: 3.718 3.090 -1.867  0.000
C: 4.231 3.713 -3.015  0.000
C: 5.464 3.358 -3.518  0.000
C: 6.229 2.392 -2.880  0.000
C: 5.770 1.821 -1.702  0.000
C: 4.534 2.169 -1.195  0.000
H: -1.068 -1.742 -0.862  0.000
H: -1.101 -5.010 -2.105  0.000
H: -0.010 -6.860 -0.877  0.000
H: 1.305 -6.389 1.161  0.000
H: 1.575 -4.054 1.922  0.000
H: 1.109 -1.789 1.773  0.002
H: 2.008 -1.186 -0.509  0.000
H: 2.455 0.805 -1.200  0.000
H: 2.070 4.446 -1.666  0.000
H: 3.633 4.459 -3.518  0.000
H: 5.843 3.835 -4.411  0.000
H: 7.181 2.093 -3.293  0.000
H: 6.387 1.106 -1.175  0.000
H: 4.213 1.775 -0.241  0.000
Br: -6.031 -1.539 4.578  -0.003
C: -4.560 -0.720 3.712  -0.011
C: -3.335 -0.585 4.385  0.001
C: -2.290 -0.031 3.681  -0.009
N: -2.378 0.396 2.422  -0.009
C: -3.583 0.290 1.764  -0.012
C: -4.691 -0.277 2.423  0.000
C: -3.604 0.708 0.393  -0.007
C: -4.771 0.762 -0.397  -0.001
C: -4.659 1.046 -1.735  -0.005
Br: -6.205 1.083 -2.833  -0.001
C: -3.404 1.299 -2.301  0.000
C: -2.318 1.293 -1.450  -0.003
N: -2.388 1.020 -0.154  0.006
H: -3.220 -0.905 5.406  0.000
H: -1.320 0.087 4.154  0.000
H: -5.633 -0.389 1.911  0.000
H: -5.736 0.581 0.047  0.000
H: -3.291 1.498 -3.353  0.000
H: -1.339 1.529 -1.845  0.000
O: 1.449 2.826 4.166  -0.006
C: 0.782 2.277 3.380  -0.002
N: 0.105 1.709 2.587  0.006